The following is a quantum chemistry calculation of C37H41CeN4O4SSb as an isolated structure, from the OMol25 dataset.

Computed properties:
- Charge: +2
- Lowest unoccupied orbital energy (alpha / beta): -7.8425 / -7.8170 eV
- E_tot: -3067.46167 Ha
- Orbital gap (alpha / beta): 4.81 / 4.84 eV

Last column: Mulliken charge in e.
Cartesian coordinates (Å):
Ce1 0.000 0.000 0.000  -0.060
C1 1.251 -3.798 2.896  -1.316
N1 0.554 -2.533 2.846  0.167
C2 1.074 -1.275 2.813  0.644
S1 0.000 0.000 2.758  -0.479
N2 2.435 -1.191 2.829  -0.014
C3 3.248 0.010 2.803  -0.904
H1 0.513 -4.603 2.911  0.219
H2 1.864 -3.838 3.800  0.499
H3 1.888 -3.895 2.013  0.520
H4 -0.460 -2.558 2.833  0.133
H5 2.948 -2.057 2.865  0.223
H6 2.658 0.927 2.762  0.373
H7 3.898 -0.044 1.925  0.166
H8 3.868 0.015 3.703  0.431
C4 -3.619 -5.328 -1.394  -0.835
C5 -3.456 -5.379 0.100  0.965
C6 -4.010 -6.471 0.795  -0.768
C7 -3.866 -6.582 2.178  -0.715
C8 -3.170 -5.607 2.888  -0.976
C9 -2.619 -4.514 2.217  -1.078
C10 -2.756 -4.380 0.828  0.672
Sb1 -1.851 -2.585 0.000  1.428
C11 -3.581 -1.633 -0.896  0.964
C12 -4.859 -2.128 -0.597  -0.843
C13 -5.998 -1.531 -1.138  -0.805
C14 -5.874 -0.425 -1.978  -0.898
C15 -4.611 0.092 -2.271  -0.728
C16 -3.454 -0.498 -1.731  0.208
C17 -2.108 0.104 -2.035  -0.660
C18 -0.852 -3.508 -1.682  1.025
C19 -1.354 -3.330 -2.978  -0.812
C20 -0.718 -3.922 -4.071  -0.936
C21 0.425 -4.698 -3.879  -0.827
C22 0.935 -4.886 -2.593  -0.777
C23 0.304 -4.296 -1.484  0.194
C24 0.870 -4.509 -0.107  -0.512
H9 -4.226 -6.179 -1.770  0.465
H10 -2.630 -5.410 -1.877  0.164
H11 -4.121 -4.398 -1.715  0.131
H12 -4.549 -7.246 0.265  0.436
H13 -4.294 -7.429 2.699  0.420
H14 -3.058 -5.696 3.960  0.470
H15 -2.087 -3.762 2.783  0.469
H16 -4.978 -2.976 0.061  0.584
H17 -6.978 -1.924 -0.902  0.482
H18 -6.759 0.039 -2.394  0.417
H19 -4.538 0.961 -2.914  0.442
H20 -2.198 0.994 -2.692  0.852
H21 -1.455 -0.627 -2.547  0.548
H22 -1.622 0.422 -1.089  -0.336
H23 -2.244 -2.740 -3.145  0.547
H24 -1.114 -3.782 -5.069  0.485
H25 0.917 -5.157 -4.727  0.439
H26 1.824 -5.492 -2.463  0.448
H27 1.780 -5.146 -0.131  0.562
H28 0.118 -5.010 0.537  0.260
H29 1.146 -3.532 0.341  -0.442
N3 -4.309 6.114 -0.707  -0.303
C25 -3.910 5.408 0.392  0.325
O1 -4.272 5.761 1.509  -0.588
C26 -3.038 4.215 0.205  1.096
C27 -2.647 3.514 1.348  -0.958
C28 -1.837 2.404 1.196  -0.052
N4 -1.402 1.957 0.000  0.041
C29 -1.792 2.650 -1.090  -0.595
C30 -2.601 3.773 -1.044  -1.144
H30 -4.901 6.917 -0.536  0.259
H31 -4.067 5.905 -1.662  0.139
H32 -2.966 3.826 2.338  0.550
H33 -1.508 1.828 2.056  0.302
H34 -1.423 2.263 -2.036  1.036
H35 -2.863 4.265 -1.970  0.341
O2 3.935 -1.835 -0.558  -0.714
C31 4.924 -0.924 -0.281  0.720
C32 6.240 -1.364 -0.416  -0.612
C33 7.293 -0.490 -0.151  -0.329
C34 7.026 0.819 0.248  -0.733
C35 5.704 1.253 0.382  -0.607
C36 4.627 0.388 0.119  0.161
C37 3.202 0.864 0.266  0.568
O3 3.006 2.063 0.634  -0.764
O4 2.300 0.000 0.000  -0.230
H36 3.082 -1.341 -0.408  0.473
H37 6.434 -2.384 -0.728  0.449
H38 8.318 -0.830 -0.256  0.415
H39 7.840 1.506 0.456  0.422
H40 5.496 2.275 0.694  0.460
H41 0.000 0.000 -2.174  0.141

The following is a quantum chemistry calculation of C37H41Cl3FMoN4O8S4 as an isolated structure, from the OMol25 dataset.

Computed properties:
- Charge: +1
- Lowest unoccupied orbital energy (alpha / beta): -3.4960 / -3.4960 eV
- E_tot: -5396.69145 Ha
- Orbital gap (alpha / beta): 5.12 / 5.09 eV

Last column: Mulliken charge in e.
Cartesian coordinates (Å):
Mo1 -0.172 0.220 -0.441  0.197
C1 0.070 1.802 -5.056  -0.327
C2 -0.631 2.387 -3.849  -0.841
S1 -1.028 1.001 -2.705  0.780
C3 -2.865 1.030 -2.716  -0.634
C4 -3.375 -0.098 -3.599  -1.091
S2 -2.446 -1.642 -3.244  -0.008
C5 -1.564 -1.942 -4.816  -0.829
C6 -0.400 -1.026 -5.149  0.211
S3 -0.952 0.558 -5.908  -0.208
H1 1.001 1.319 -4.759  0.017
H2 0.268 2.581 -5.790  0.553
H3 -1.570 2.862 -4.123  0.583
H4 0.017 3.089 -3.328  0.413
H5 -3.206 2.003 -3.066  0.813
H6 -3.169 0.894 -1.678  0.001
H7 -3.227 0.124 -4.654  0.513
H8 -4.433 -0.286 -3.411  0.545
H9 -2.301 -1.932 -5.619  0.428
H10 -1.194 -2.959 -4.686  0.443
H11 0.228 -1.517 -5.898  0.571
H12 0.199 -0.798 -4.267  -0.524
Cl1 3.390 -6.285 -1.585  -0.212
C7 2.633 -4.754 -1.436  0.497
C8 1.393 -4.658 -0.814  -0.930
C9 0.802 -3.417 -0.704  0.790
Cl2 -0.699 -3.182 0.091  -0.113
C10 1.407 -2.249 -1.218  -1.132
O1 0.792 -1.101 -1.060  0.303
C11 2.673 -2.387 -1.820  0.449
Cl3 3.463 -0.971 -2.389  -0.071
C12 3.282 -3.626 -1.917  -0.877
H13 0.909 -5.531 -0.407  0.493
H14 4.262 -3.708 -2.353  0.502
C13 -5.478 -0.336 5.061  -1.052
C14 -4.794 -1.564 4.466  -1.050
N1 -4.123 -1.271 3.214  0.284
C15 -2.807 -0.967 3.252  -0.002
C16 -2.034 -0.715 2.155  0.097
C17 -0.578 -0.471 2.438  -0.010
O2 -0.169 -0.510 3.582  -0.742
O3 0.202 -0.255 1.422  -0.564
C18 -2.623 -0.792 0.851  -0.279
O4 -1.968 -0.544 -0.248  0.625
C19 -4.007 -1.149 0.803  0.880
C20 -4.655 -1.331 -0.434  0.269
C21 -6.003 -1.589 -0.483  -0.335
F1 -6.589 -1.765 -1.699  -0.361
C22 -6.782 -1.651 0.666  -1.541
C23 -6.138 -1.531 1.906  -1.017
C24 -4.771 -1.320 1.994  0.578
N2 -8.193 -1.811 0.667  0.366
C25 -8.694 -3.136 0.951  -0.525
C26 -10.138 -3.008 1.432  -0.744
N3 -10.932 -2.322 0.380  -0.103
C27 -10.364 -0.983 0.079  -1.003
C28 -8.931 -1.185 -0.404  -0.572
H15 -5.977 -0.606 5.987  0.390
H16 -6.211 0.072 4.369  0.308
H17 -4.744 0.436 5.274  0.358
H18 -5.518 -2.366 4.303  0.465
H19 -4.039 -1.934 5.163  0.485
H20 -2.343 -0.927 4.226  0.669
H21 -4.072 -1.308 -1.337  0.422
H22 -6.761 -1.589 2.783  0.640
H23 -8.087 -3.588 1.735  0.477
H24 -8.649 -3.803 0.072  0.241
H25 -10.170 -2.399 2.336  0.369
H26 -10.570 -3.987 1.638  0.405
H27 -11.915 -2.249 0.658  0.357
H28 -10.884 -2.884 -0.478  0.400
H29 -10.364 -0.393 0.996  0.371
H30 -10.964 -0.483 -0.681  0.423
H31 -8.476 -0.219 -0.624  0.512
H32 -8.937 -1.779 -1.334  0.410
C29 7.940 2.729 -2.078  -1.547
C30 6.466 2.520 -1.950  1.044
C31 5.934 1.732 -0.932  -0.898
C32 4.563 1.584 -0.791  -0.192
C33 3.727 2.240 -1.673  -0.613
C34 4.233 3.017 -2.699  -0.603
C35 5.600 3.155 -2.835  -0.949
S4 1.951 2.085 -1.665  1.672
O5 1.396 3.394 -1.902  -0.843
O6 1.615 1.085 -2.667  -0.389
N4 1.413 1.477 -0.270  0.074
C36 1.166 2.489 0.725  -0.910
C37 -0.341 2.821 0.631  0.847
O7 -0.824 3.884 0.907  -0.691
O8 -1.004 1.779 0.198  -0.798
H33 8.492 1.844 -1.777  0.381
H34 8.237 3.553 -1.430  0.291
H35 8.207 2.994 -3.098  0.379
H36 6.603 1.223 -0.254  0.404
H37 4.138 0.971 -0.009  0.435
H38 3.532 3.499 -3.362  0.473
H39 5.997 3.754 -3.640  0.354
H40 1.758 3.389 0.544  0.428
H41 1.360 2.087 1.728  0.446